Below is a cluster of 2 separate species, C8H16BNO in total, with properties calculated with wB97M-V/def2-TZVPD.

Each line ends with the Mulliken charge.
Positions of all 27 atoms, in Å:
1 B 2.7140 0.4365 -0.2757  0.384
2 C -2.3657 0.5513 -1.1662  -0.979
3 C -2.3467 -1.2748 0.5328  -0.828
4 C -0.8124 0.2481 -1.3075  -0.801
5 C -0.7891 -1.3970 0.6668  -1.072
6 C -1.2265 0.9596 0.9499  -1.057
7 C -2.5727 0.2995 0.3608  -0.253
8 C -0.3830 -0.0392 0.0875  0.989
9 C 4.1054 0.1392 0.5341  -0.842
10 N 1.5711 0.1182 0.4582  -0.461
11 O 2.5350 0.5977 -1.6287  -0.645
12 H -2.5062 1.5808 -1.2678  0.381
13 H -2.9374 -0.0958 -1.8048  0.403
14 H -2.6819 -1.8249 -0.3849  0.290
15 H -2.8970 -1.6441 1.3233  0.429
16 H -0.6546 -0.6536 -1.8173  0.368
17 H -0.1442 1.0567 -1.7410  0.267
18 H -0.3841 -1.5248 1.6141  0.378
19 H -0.5456 -2.2864 0.0893  0.345
20 H -1.1713 2.0138 0.7131  0.362
21 H -1.1841 0.8616 1.9792  0.433
22 H -3.4306 0.6770 0.7590  0.712
23 H 4.2144 -0.9537 0.4234  0.280
24 H 3.9445 0.5450 1.6326  0.202
25 H 4.8961 0.7438 0.1048  0.245
26 H 1.7702 0.2220 1.4435  0.182
27 H 3.2825 0.6432 -2.2783  0.286

Forces on atoms 1 to 6 (eV/Å):
0.23 -1.34 0.04
1.91 -0.73 1.86
0.94 1.78 -1.52
0.59 1.23 -0.24
-1.36 0.23 -2.63
-1.24 -1.56 -2.71

The energy relative to the best compared isomer or geometry (same formula, charge and spin) comes out at 2.0720 eV. As for the molecular weight: 153.0 g/mol.